{"formula": "C11H27NOP", "method": "ωB97M-V/def2-TZVPD", "species": ["C", "O", "C", "C", "C", "C", "C", "C", "C", "C", "P", "C", "C", "N", "H", "H", "H", "H", "H", "H", "H", "H", "H", "H", "H", "H", "H", "H", "H", "H", "H", "H", "H", "H", "H", "H", "H", "H", "H", "H", "H"], "coordinates": [[0.566, -0.807, -4.388], [0.347, -1.374, -3.120], [-0.776, -2.232, -3.076], [-2.096, -1.479, -2.844], [-2.583, -1.540, -1.398], [-1.593, -0.946, -0.390], [-2.279, -0.431, 0.882], [-1.455, -0.604, 2.155], [-0.020, -0.078, 2.075], [0.104, 1.385, 1.644], [1.289, 2.490, 2.710], [2.835, 1.369, 2.248], [3.604, 1.797, 1.048], [4.323, 1.092, 0.262], [1.225, 0.052, -4.257], [-0.370, -0.460, -4.848], [1.046, -1.524, -5.069], [-0.582, -2.922, -2.250], [-0.828, -2.833, -3.996], [-1.928, -0.430, -3.113], [-2.869, -1.868, -3.516], [-3.535, -1.002, -1.322], [-2.799, -2.584, -1.137], [-1.034, -0.139, -0.872], [-0.840, -1.693, -0.116], [-3.235, -0.960, 1.006], [-2.526, 0.628, 0.759], [-1.447, -1.669, 2.429], [-1.964, -0.076, 2.972], [0.571, -0.730, 1.420], [0.419, -0.178, 3.078], [0.424, 1.457, 0.597], [-0.870, 1.887, 1.716], [1.051, 1.606, 3.884], [2.192, 3.332, 3.526], [1.530, 3.360, 1.536], [0.165, 3.368, 3.123], [2.568, 0.311, 2.129], [3.504, 1.441, 3.116], [3.565, 2.867, 0.813], [4.302, 0.119, 0.580]], "gap_ev": 6.292, "e_tot_ha": -906.53209, "charge": -1, "e_above_lowest_kcal_mol": 0.0}